(1)
Computed, not measured: 2 unconnected molecules or ions with the total composition CN2O2, with ωB97M-V/def2-TZVPD.

The geometry in XYZ format:
```
5
CN2O2 | the OMol25 dataset | ωB97M-V/def2-TZVPD
C 1.70 0.27 -0.27
N 2.71 0.42 0.19
N -1.24 -0.19 0.03
O -1.42 -1.36 0.01
O -1.75 0.86 0.04
```

## Properties
2S+1: 1
Energy relative to the best compared isomer or geometry (same formula, charge and spin) in eV: 9.425
HOMO energy (spin up / spin down) in eV: -13.12 / -10.42
Maximum force in eV/Å: 6.1



(2)
Computed, not measured: 2 unconnected molecules or ions with the total composition CH6S3, with ωB97M-V/def2-TZVPD.

The geometry in XYZ format:
```
10
CH6S3 | the OMol25 dataset | ωB97M-V/def2-TZVPD
C -0.36 -0.38 2.65
S -0.89 -0.36 0.90
H 0.35 0.42 2.82
H -1.23 -0.27 3.29
H -0.02 -1.38 2.92
H 0.20 0.23 0.44
S 1.33 -0.30 -3.48
S -0.38 0.78 -3.67
H 1.03 -0.84 -2.29
H -0.03 2.10 -3.58
```

## Properties
2S+1: 1
Energy relative to the best compared isomer or geometry (same formula, charge and spin) in eV: 0.388
HOMO energy in eV: -9.12
Maximum force in eV/Å: 1.1



(3)
Computed, not measured: 3 unconnected molecules or ions with the total composition C46H36F10N4O5S, with ωB97M-V/def2-TZVPD.

The geometry in XYZ format:
```
102
C46H36F10N4O5S | the OMol25 dataset | ωB97M-V/def2-TZVPD
C 1.95 -3.15 2.63
C 1.69 -3.39 1.14
N 0.32 -3.04 0.71
C -0.72 -3.50 1.57
C -0.77 -4.82 2.11
F 0.19 -5.72 1.83
C -1.77 -5.23 2.92
N -1.81 -6.54 3.49
C -2.21 -7.60 2.55
C -0.70 -6.83 4.34
C 0.48 -7.73 3.97
O -0.66 -6.29 5.44
C -2.84 -4.34 3.22
N -3.86 -4.80 4.00
C -4.82 -3.94 4.20
C -6.01 -4.40 5.03
C -7.34 -4.42 4.24
C -7.43 -5.57 3.18
F -6.37 -6.38 3.41
F -8.58 -6.24 3.45
C -7.41 -5.00 1.74
F -6.14 -4.61 1.51
F -8.14 -3.90 1.61
S -7.95 -6.18 0.36
F -7.59 -7.46 1.21
F -9.45 -6.15 0.85
F -8.28 -4.93 -0.60
F -6.47 -6.17 -0.28
F -8.38 -7.15 -0.83
C -4.78 -2.62 3.68
N -3.83 -2.12 2.94
C -2.84 -3.03 2.71
C -1.74 -2.64 1.89
C -1.70 -1.23 1.31
H 1.56 -2.19 2.98
H 3.04 -3.16 2.77
H 1.57 -4.00 3.22
H 1.90 -4.43 0.82
H 2.37 -2.76 0.55
H 0.14 -3.29 -0.26
H -3.12 -8.10 2.92
H -1.43 -8.32 2.30
H -2.52 -7.13 1.60
H 0.21 -8.64 3.42
H 0.90 -8.09 4.92
H 1.29 -7.20 3.47
H -5.80 -5.32 5.57
H -6.14 -3.63 5.81
H -8.14 -4.55 4.97
H -7.48 -3.43 3.80
H -5.64 -1.97 3.89
H -1.37 -1.28 0.27
H -0.97 -0.61 1.84
H -2.69 -0.76 1.34
O 0.34 1.75 0.76
C 0.50 2.63 -0.06
C 1.09 2.34 -1.39
C 1.44 1.04 -1.71
C 1.95 0.74 -2.96
C 2.11 1.76 -3.90
C 1.78 3.06 -3.59
C 1.27 3.36 -2.33
C 0.93 4.77 -1.99
O 1.14 5.66 -2.79
C 0.33 5.06 -0.66
C -0.03 6.37 -0.35
C -0.62 6.64 0.87
C -0.87 5.62 1.78
C -0.50 4.32 1.47
C 0.10 4.03 0.25
H 1.31 0.25 -0.98
H 2.22 -0.27 -3.21
H 2.51 1.52 -4.89
H 1.91 3.85 -4.32
H 0.15 7.16 -1.05
H -0.90 7.66 1.12
H -1.34 5.84 2.73
H -0.69 3.52 2.18
O 8.08 8.75 -3.71
C 7.29 7.94 -4.16
C 5.94 7.79 -3.55
C 5.57 8.60 -2.49
C 4.30 8.49 -1.95
C 3.39 7.58 -2.47
C 3.76 6.75 -3.52
C 5.04 6.85 -4.06
C 5.42 5.94 -5.18
O 4.66 5.09 -5.58
C 6.77 6.11 -5.79
C 7.13 5.30 -6.86
C 8.37 5.46 -7.46
C 9.25 6.44 -7.00
C 8.89 7.24 -5.93
C 7.65 7.08 -5.32
H 6.27 9.32 -2.09
H 4.01 9.13 -1.12
H 2.40 7.50 -2.05
H 3.06 6.04 -3.92
H 6.45 4.54 -7.22
H 8.65 4.83 -8.29
H 10.21 6.57 -7.48
H 9.58 8.00 -5.57
```

## Properties
2S+1: 1
HOMO energy in eV: -8.57
Maximum force in eV/Å: 2.7